# 1
{"formula": "H41O21", "method": "the ωB97M-V functional and the def2-TZVPD basis", "s_squared": 0.75, "e_homo_ev": [2.4, -4.6], "relative_energy_kj_mol": 0.0, "charge": -2, "spin_multiplicity": 2, "species": ["O", "H", "H", "O", "H", "H", "O", "H", "H", "O", "H", "H", "O", "H", "H", "O", "H", "H", "O", "H", "H", "O", "H", "H", "O", "H", "H", "O", "H", "H", "O", "H", "H", "O", "H", "H", "O", "H", "H", "O", "H", "H", "O", "H", "H", "O", "H", "O", "H", "H", "O", "H", "H", "O", "H", "H", "O", "H", "H", "O", "H", "H"], "coordinates": [[-4.847, -1.453, 0.679], [-4.516, -0.566, 0.784], [-4.762, -1.963, 1.497], [1.566, 1.879, 2.101], [-1.259, 1.192, -0.599], [-2.299, 3.181, -1.491], [-2.514, -2.022, 2.024], [0.152, -2.130, -3.017], [-1.895, -1.376, 1.688], [-0.665, -2.607, -2.913], [1.886, -0.406, -1.132], [3.381, 2.808, -2.387], [3.780, 2.052, -1.965], [3.937, 1.228, -2.442], [0.594, -0.497, -4.176], [1.375, -3.132, 4.307], [3.787, 2.188, 2.879], [1.190, -2.466, 3.628], [3.920, 2.904, 2.252], [-2.094, -2.380, 2.816], [-2.302, 1.569, 1.401], [0.689, 3.184, -0.302], [-0.490, -3.245, -3.624], [1.461, -4.069, 4.075], [-0.869, 1.274, 4.974], [1.633, 3.379, -0.243], [3.168, -1.015, -0.171], [1.123, -0.776, -4.988], [4.578, 2.526, 1.647], [-3.447, 4.146, -1.409], [-3.494, -3.049, -1.794], [1.828, 1.506, 1.259], [-2.581, -3.366, -1.693], [-0.475, -1.619, -0.203], [0.434, -1.275, -0.199], [-0.960, -1.871, -0.988], [2.271, -1.087, -0.521], [-1.212, 2.004, 4.439], [-1.398, 0.501, 4.787], [-0.378, 0.508, -3.369], [0.026, 0.563, -2.335], [-1.214, 0.052, -3.452], [-2.005, 1.992, 2.240], [2.034, -4.542, 1.037], [-1.090, 2.184, 2.001], [0.573, 0.689, -1.144], [2.060, -0.945, -4.819], [-2.813, 3.786, -2.053], [0.618, 1.842, 2.121], [0.171, 0.137, -0.469], [1.755, 2.342, -4.236], [0.191, -0.073, 3.621], [1.810, 1.472, -3.909], [0.824, -0.517, 3.038], [2.076, -3.756, 2.383], [1.258, 0.152, 2.449], [1.716, -4.524, 1.931], [0.564, 2.287, -0.680], [0.835, 2.434, -4.474], [-1.960, 0.711, -0.112], [-1.843, -0.233, -0.312], [-3.738, -3.075, -0.850]]}

=====

# 2
{"formula": "C5H13NO2", "method": "the ωB97M-V functional and the def2-TZVPD basis", "s_squared": 0.75, "e_homo_ev": [-14.5, -14.5], "relative_energy_kj_mol": 186.3, "charge": 1, "spin_multiplicity": 2, "species": ["C", "C", "N", "C", "C", "C", "O", "H", "H", "H", "H", "H", "H", "H", "H", "H", "H", "H", "H", "H", "O"], "coordinates": [[0.191, 1.839, 2.933], [-0.152, 1.721, 1.406], [-0.023, 0.323, 0.879], [1.448, -0.021, 0.893], [-0.581, 0.144, -0.500], [-1.285, -1.213, -0.590], [-1.029, -1.995, -1.447], [-0.401, 2.669, 3.251], [-0.109, 0.964, 3.519], [1.278, 1.922, 2.944], [-1.180, 2.007, 1.239], [0.364, 2.414, 0.727], [1.817, 0.287, 1.870], [1.401, -1.122, 0.809], [2.022, 0.370, 0.060], [0.213, 0.326, -1.221], [-1.304, 0.974, -0.611], [-2.002, -1.284, 0.245], [0.148, -1.484, -2.960], [1.605, -1.585, -3.222], [0.906, -0.932, -3.205]]}

=====

# 3
{"formula": "C8H15O3P", "method": "the ωB97M-V functional and the def2-TZVPD basis", "e_homo_ev": -8.2, "relative_energy_kj_mol": 0.0, "smiles": "CC1(C)C=CP(O)O1.CC(C)=O", "spin_multiplicity": 1, "species": ["C", "C", "C", "C", "C", "P", "O", "O", "H", "H", "H", "H", "H", "H", "H", "H", "H", "C", "C", "C", "O", "H", "H", "H", "H", "H", "H"], "coordinates": [[1.430, 2.603, -1.590], [1.762, 1.145, -1.222], [3.236, 0.956, -0.945], [1.313, 0.134, -2.252], [0.476, -0.762, -1.768], [0.260, -0.496, 0.055], [1.436, -1.556, 0.581], [1.114, 0.942, 0.021], [1.494, 2.727, -2.648], [2.187, 3.135, -1.017], [0.411, 3.077, -1.306], [3.639, 1.855, -0.542], [4.027, 0.572, -1.793], [3.185, 0.210, -0.219], [1.475, 0.390, -3.288], [-0.043, -1.631, -2.211], [0.857, -2.190, 1.082], [-3.552, -2.078, 1.572], [-2.267, -1.334, 1.774], [-2.403, 0.069, 2.238], [-1.222, -1.994, 1.681], [-3.555, -2.861, 2.303], [-3.539, -2.711, 0.645], [-4.402, -1.528, 1.740], [-2.232, 0.085, 3.252], [-1.659, 0.665, 1.763], [-3.427, 0.575, 2.092]]}

=====

# 4
{"formula": "C43H44BBiO3P2", "method": "the ωB97M-V functional and the def2-TZVPD basis", "e_homo_ev": [-12.9, -12.9], "charge": 2, "spin_multiplicity": 1, "species": ["Bi", "P", "C", "O", "P", "C", "C", "C", "C", "C", "C", "C", "C", "C", "C", "C", "H", "H", "H", "H", "H", "C", "C", "C", "C", "C", "H", "H", "H", "H", "H", "C", "C", "C", "C", "C", "H", "H", "H", "H", "H", "C", "C", "C", "C", "C", "H", "H", "H", "H", "H", "C", "C", "C", "C", "C", "H", "H", "H", "H", "H", "C", "C", "C", "C", "C", "H", "H", "H", "H", "H", "H", "H", "C", "C", "C", "O", "B", "O", "C", "C", "C", "H", "H", "H", "H", "H", "H", "H", "H", "H", "H", "H", "H"], "coordinates": [[0.157, -0.041, -1.177], [-0.556, 2.679, -0.955], [-1.865, 0.051, 1.249], [-2.147, -0.211, 2.310], [-0.636, -2.760, -0.870], [-0.619, 3.471, 0.646], [-2.094, 3.185, -1.778], [0.822, 3.443, -1.862], [0.906, -3.734, -1.155], [-1.303, -3.402, 0.668], [-1.838, -3.206, -2.140], [0.442, 4.302, 1.118], [0.363, 4.853, 2.414], [-0.761, 4.644, 3.225], [-1.797, 3.856, 2.735], [-1.758, 3.297, 1.469], [1.308, 4.512, 0.493], [1.215, 5.470, 2.768], [-0.787, 5.077, 4.208], [-2.666, 3.696, 3.359], [-2.572, 2.722, 1.089], [2.131, 3.123, -1.463], [3.211, 3.522, -2.244], [2.992, 4.300, -3.391], [1.687, 4.668, -3.752], [0.599, 4.239, -2.993], [2.305, 2.512, -0.581], [4.221, 3.212, -1.963], [3.856, 4.589, -4.010], [1.537, 5.282, -4.631], [-0.402, 4.506, -3.295], [-2.635, 4.466, -1.510], [-3.824, 4.851, -2.146], [-4.463, 3.984, -3.041], [-3.916, 2.725, -3.291], [-2.741, 2.312, -2.675], [-2.155, 5.156, -0.808], [-4.251, 5.839, -1.941], [-5.385, 4.288, -3.537], [-4.408, 2.045, -3.973], [-2.307, 1.337, -2.860], [-2.536, -4.090, 0.766], [-2.984, -4.580, 1.997], [-2.216, -4.455, 3.147], [-0.981, -3.802, 3.068], [-0.519, -3.282, 1.854], [-3.138, -4.233, -0.130], [-3.952, -5.071, 2.049], [-2.559, -4.818, 4.094], [-0.349, -3.690, 3.959], [0.463, -2.784, 1.790], [1.882, -3.185, -1.977], [3.109, -3.805, -2.071], [3.356, -5.022, -1.400], [2.322, -5.605, -0.633], [1.094, -4.971, -0.507], [1.711, -2.253, -2.453], [3.904, -3.356, -2.659], [4.355, -5.505, -1.479], [2.520, -6.569, -0.140], [0.332, -5.434, 0.103], [-1.622, -4.351, -2.958], [-2.583, -4.682, -3.953], [-3.733, -3.875, -4.104], [-3.910, -2.770, -3.288], [-2.992, -2.449, -2.320], [-0.712, -5.005, -2.857], [-2.412, -5.584, -4.597], [-4.445, -4.149, -4.890], [-4.772, -2.165, -3.431], [-3.141, -1.614, -1.681], [2.106, -0.027, -1.159], [-0.380, -0.123, -2.727], [3.825, -1.091, 3.056], [2.421, -0.624, 2.818], [1.547, -1.278, 3.864], [2.037, -1.070, 1.506], [1.456, 0.022, 0.923], [1.323, 1.196, 1.696], [2.280, 0.973, 2.745], [1.684, 1.593, 4.001], [3.537, 1.710, 2.422], [3.860, -2.174, 3.038], [4.177, -0.760, 4.047], [4.543, -0.715, 2.310], [1.623, -2.357, 3.752], [1.898, -1.004, 4.857], [0.504, -1.001, 3.752], [2.411, 1.458, 4.847], [1.538, 2.677, 3.857], [0.711, 1.159, 4.313], [4.010, 1.323, 1.561], [3.307, 2.748, 2.255], [4.228, 1.659, 3.257]]}

=====

# 5
{"formula": "C3H5ClINO", "method": "the ωB97M-V functional and the def2-TZVPD basis", "e_homo_ev": -10.0, "relative_energy_kj_mol": 105.2, "spin_multiplicity": 1, "species": ["C", "C", "C", "N", "O", "Cl", "I", "H", "H", "H", "H", "H"], "coordinates": [[-0.410, 0.780, 0.856], [0.629, -0.610, -0.859], [-0.528, -0.520, 0.103], [0.708, 1.352, 1.021], [0.566, 0.338, -1.895], [-2.140, -0.769, -0.623], [-0.192, -2.066, 1.626], [-1.257, 1.144, 1.513], [1.410, -0.469, -0.164], [0.825, -1.567, -1.328], [0.797, 2.088, 1.717], [-0.409, 0.299, -1.966]]}

=====

# 6
{"formula": "C6H8", "method": "the ωB97M-V functional and the def2-TZVPD basis", "e_homo_ev": -8.4, "relative_energy_kj_mol": 314.0, "smiles": "C#C[C@H]1C[C@@H]1C", "spin_multiplicity": 1, "species": ["C", "C", "C", "C", "C", "C", "H", "H", "H", "H", "H", "H", "H", "H"], "coordinates": [[-1.163, -1.221, 2.960], [-0.457, -1.120, 1.983], [0.335, -0.710, 0.903], [0.028, -1.177, -0.511], [-0.415, 0.245, -0.406], [0.359, 1.432, -0.911], [-1.659, -1.529, 3.759], [1.387, -0.537, 1.143], [1.024, -1.470, -1.013], [-0.763, -1.999, -0.870], [-1.487, 0.410, -0.242], [-0.299, 2.266, -1.094], [0.965, 1.096, -1.697], [1.002, 1.876, -0.246]]}

=====

# 7
{"formula": "C23H31N3O5S", "method": "the ωB97M-V functional and the def2-TZVPD basis", "e_homo_ev": -8.2, "relative_energy_kj_mol": 169.0, "smiles": "CCOC(=O)C1=C(C)NC(=S)N[C@@H]1c1ccc(OCC(=O)N2CCCCCC2)c(OC)c1", "spin_multiplicity": 1, "species": ["C", "C", "O", "C", "O", "C", "C", "C", "N", "C", "S", "N", "C", "C", "C", "C", "C", "O", "C", "C", "O", "N", "C", "C", "C", "C", "C", "C", "C", "O", "C", "C", "H", "H", "H", "H", "H", "H", "H", "H", "H", "H", "H", "H", "H", "H", "H", "H", "H", "H", "H", "H", "H", "H", "H", "H", "H", "H", "H", "H", "H", "H", "H"], "coordinates": [[0.280, -3.023, 0.045], [1.105, -2.968, -1.233], [1.939, -1.814, -1.259], [3.051, -1.854, -0.503], [3.388, -2.846, 0.108], [3.744, -0.565, -0.524], [4.896, -0.318, 0.146], [5.680, -1.299, 0.950], [5.444, 0.941, 0.116], [4.965, 1.971, -0.643], [5.735, 3.428, -0.635], [3.900, 1.712, -1.407], [3.043, 0.535, -1.291], [1.727, 0.942, -0.652], [0.748, 1.537, -1.425], [-0.435, 1.980, -0.853], [-0.657, 1.822, 0.504], [-1.774, 2.228, 1.175], [-2.722, 3.006, 0.480], [-3.532, 2.252, -0.584], [-3.610, 2.700, -1.716], [-4.160, 1.123, -0.212], [-4.158, 0.532, 1.106], [-3.217, -0.670, 1.241], [-3.379, -1.720, 0.142], [-2.902, -1.217, -1.225], [-3.992, -0.533, -2.056], [-4.891, 0.400, -1.236], [0.325, 1.186, 1.296], [0.005, 1.026, 2.611], [0.946, 0.410, 3.455], [1.509, 0.775, 0.712], [-0.430, -3.843, -0.012], [-0.258, -2.087, 0.178], [0.933, -3.182, 0.900], [1.728, -3.865, -1.321], [0.465, -2.869, -2.111], [5.816, -0.923, 1.964], [5.172, -2.256, 0.985], [6.665, -1.433, 0.504], [6.297, 1.125, 0.625], [3.516, 2.495, -1.916], [2.833, 0.184, -2.311], [0.896, 1.660, -2.488], [-1.179, 2.441, -1.482], [-3.400, 3.393, 1.248], [-2.244, 3.857, -0.021], [-5.184, 0.211, 1.321], [-3.874, 1.278, 1.848], [-2.186, -0.314, 1.244], [-3.409, -1.128, 2.213], [-4.418, -2.047, 0.080], [-2.783, -2.590, 0.426], [-2.513, -2.055, -1.807], [-2.074, -0.520, -1.074], [-4.629, -1.285, -2.527], [-3.512, 0.043, -2.848], [-5.348, 1.134, -1.904], [-5.683, -0.166, -0.743], [1.174, -0.610, 3.130], [0.479, 0.378, 4.439], [1.874, 0.988, 3.515], [2.276, 0.307, 1.309]]}

=====

# 8
{"formula": "C26H25FeN2O3S5", "method": "the ωB97M-V functional and the def2-TZVPD basis", "e_homo_ev": -4.0, "relative_energy_kj_mol": 6.8, "charge": -1, "spin_multiplicity": 1, "species": ["Fe", "S", "C", "C", "C", "C", "C", "C", "S", "C", "C", "C", "C", "C", "C", "C", "S", "C", "C", "C", "C", "C", "C", "S", "N", "H", "H", "H", "H", "H", "H", "H", "H", "H", "H", "H", "H", "H", "H", "H", "C", "S", "O", "O", "O", "H", "H", "H", "N", "C", "C", "C", "C", "C", "C", "H", "H", "H", "H", "H", "H", "H"], "coordinates": [[0.537, -0.036, 0.024], [-0.364, -1.973, -0.937], [-1.442, -1.172, -2.053], [-1.919, -1.837, -3.197], [-2.799, -1.236, -4.077], [-3.263, 0.059, -3.856], [-2.835, 0.733, -2.725], [-1.929, 0.137, -1.857], [-1.462, 0.916, -0.334], [-0.750, 2.536, -0.794], [0.377, 2.826, 0.165], [0.717, 4.114, 0.552], [1.802, 4.295, 1.395], [2.508, 3.193, 1.848], [2.101, 1.928, 1.448], [2.763, 0.666, 1.924], [2.633, -0.662, 0.685], [3.695, 0.026, -0.569], [5.071, 0.002, -0.362], [5.936, 0.523, -1.306], [5.400, 1.050, -2.481], [4.038, 1.055, -2.698], [3.134, 0.542, -1.747], [1.429, 0.516, -2.072], [1.068, 1.773, 0.618], [-1.559, -2.841, -3.384], [-3.128, -1.783, -4.953], [-3.956, 0.526, -4.543], [-3.212, 1.724, -2.503], [-1.499, 3.327, -0.760], [-0.339, 2.445, -1.801], [0.144, 4.955, 0.186], [2.096, 5.292, 1.696], [3.359, 3.303, 2.506], [2.242, 0.265, 2.796], [3.808, 0.839, 2.178], [5.457, -0.439, 0.551], [7.005, 0.508, -1.141], [6.060, 1.457, -3.239], [3.632, 1.459, -3.617], [-0.929, -0.213, 4.407], [-0.251, -1.204, 3.095], [1.037, -1.680, 3.565], [-1.247, -2.223, 2.822], [-0.110, -0.215, 2.002], [-1.075, -0.856, 5.272], [-1.877, 0.201, 4.069], [-0.228, 0.586, 4.640], [-3.229, -1.547, 0.655], [-4.332, -0.771, 0.813], [-4.620, -0.173, 2.051], [-5.719, 0.655, 2.194], [-6.567, 0.917, 1.124], [-6.285, 0.328, -0.104], [-5.188, -0.499, -0.267], [-3.095, -2.082, -0.183], [-2.593, -1.745, 1.418], [-3.969, -0.381, 2.893], [-5.918, 1.102, 3.162], [-7.425, 1.566, 1.243], [-6.927, 0.522, -0.956], [-4.962, -0.931, -1.236]]}